[1]
Computed, not measured: a molecular structure, C3H6ClNO4S3, with ωB97M-V with the def2-TZVPD basis set.

Element x y z (Å)
C  -0.3031  1.9340  2.8716
C  -1.1786  -2.2579  -0.0456
C  1.2971  1.3446  -2.1895
N  -0.4683  0.2982  -0.5054
O  0.0587  -0.8381  1.7466
O  -2.2141  -0.0728  1.1213
O  1.7541  0.7700  0.3743
O  1.5525  -1.0787  -1.1398
S  0.8371  0.9602  2.5166
S  -0.9800  -0.5903  0.6258
S  1.1297  0.2117  -0.7722
Cl  -1.7954  2.4134  2.7525
H  -2.1466  -2.2667  -0.3039
H  -0.3822  -2.2956  -0.7815
H  -1.0322  -2.9475  0.8617
H  0.3698  1.9212  -1.9472
H  2.3317  1.8493  -2.1222
H  1.1695  0.6445  -3.0634

Cartesian forces, eV/Å:
C 3.9 -2.5 -0.6
C 3.5 0.4 3.6
C 0.0 -1.0 1.0
N 1.0 0.8 -1.1
O -0.9 0.2 -1.4
O -0.8 -0.1 0.2
O 2.1 1.3 0.9
O 0.7 -2.3 -0.9
S -2.5 2.1 1.6
S 0.5 -2.1 1.9
S -1.4 1.3 -1.4
Cl -1.8 0.9 0.1
H -3.4 -0.4 -1.7
H -0.3 -0.6 -0.2
H 0.0 0.9 -1.6
H 1.2 0.3 -1.0
H -2.0 -0.7 -0.2
H 0.2 1.2 0.7

The value obtained for the HOMO-LUMO gap is 9.169 eV. As for the LUMO energy: -0.606 eV. The spin multiplicity is 1. The relative energy (zero: lowest compared OMol25 entry of this formula, charge and spin) comes out at 0.00 kJ/mol.

***

[2]
Computed, not measured: a single C3H6ClNS molecule, with ωB97M-V with the def2-TZVPD basis set.

Element x y z (Å)
C  -1.8258  -0.3241  -0.5267
N  -0.3918  -0.4544  -0.4243
C  0.4232  0.2227  0.4233
Cl  0.7623  2.1163  -0.1058
C  2.0106  0.0662  0.6416
S  2.9197  -0.9237  -0.2574
H  -1.9970  -0.5872  0.6346
H  -2.3042  0.6025  -0.7742
H  -2.1390  -1.1541  -1.1471
H  0.0736  -0.6055  -1.3753
H  0.0742  0.3948  1.3904
H  2.3943  0.6467  1.5208

Cartesian forces, eV/Å:
C 0.4 -1.8 4.5
N 3.2 -0.1 -3.4
C 2.6 1.3 -0.2
Cl -0.5 0.1 -0.1
C -1.6 -1.3 -0.7
S -0.3 0.5 0.4
H -1.1 0.6 -2.6
H 0.3 0.7 -0.3
H -0.4 0.0 0.0
H -0.6 0.2 1.9
H -1.3 0.2 1.4
H -0.6 -0.5 -1.0

As for the SMILES: CN[C@H](Cl)C=S. The value obtained for the HOMO-LUMO gap is 8.557 eV. As for the LUMO energy: -0.385 eV. The spin multiplicity is 1. The relative energy (zero: lowest compared OMol25 entry of this formula, charge and spin) comes out at 207.47 kJ/mol.

***

[3]
Computed, not measured: a molecular structure, C3H6ClO, with ωB97M-V with the def2-TZVPD basis set.

Element x y z (Å)
C  0.1799  1.4268  -0.4434
C  1.5473  -0.0587  0.4647
C  -2.3106  -0.6455  -0.7242
O  0.9227  0.3829  -0.5174
Cl  -1.6660  0.4496  0.3399
H  -0.1834  1.7427  -1.4498
H  0.4021  2.2611  0.3039
H  1.8805  -1.0130  0.4081
H  1.6634  0.5976  1.3355
H  -2.4342  -1.7336  -0.3704
H  -2.9734  -0.3104  -1.5173

Cartesian forces, eV/Å:
C -0.6 3.2 -1.5
C 1.3 1.4 3.7
C -1.1 -2.5 0.2
O -0.8 0.1 -2.7
Cl -0.8 0.4 0.6
H 0.2 -0.2 1.1
H -0.4 -1.5 -0.6
H 1.2 -2.7 -0.2
H 0.0 -0.4 -0.2
H 0.7 2.0 -0.5
H 0.3 0.3 0.2

The value obtained for the HOMO-LUMO gap (spin up / spin down) is 7.571 / 7.805 eV. Its charge is +1. As for the LUMO energy (spin up / spin down): -5.778 / -5.800 eV. The spin multiplicity is 1. The relative energy (zero: lowest compared OMol25 entry of this formula, charge and spin) comes out at 341.49 kJ/mol.

***

Total energy list, top to bottom, in Eh: -2128.20279; -1030.97338; -652.84510